80
Properties=species:S:1:pos:R:3 method="wB97M-V/def2-TZVPD" gap_ev=6.92 charge=+1 homo_energy_ev=-10.9
C -2.3192 -4.1909 6.6534
H -3.9472 -2.8723 7.1822
O -1.1708 -3.4856 -2.6864
C -2.3742 -4.9358 4.3905
C 3.9275 -1.8166 1.7686
H -5.2900 8.0261 -3.7721
H -4.6631 5.6563 -7.1542
C -1.2985 -3.1392 0.7822
N -1.6654 2.4460 -2.4260
C -2.4393 4.4698 -4.9094
H 3.4738 -1.0768 2.4217
H -1.9598 -3.6649 1.6250
H -6.7709 7.6828 0.2429
C 0.3498 0.7479 -2.0630
H 0.8035 -1.2502 -0.1349
H -4.0724 -0.7331 0.8262
H -1.2699 -3.9102 -0.1117
H -2.8020 -0.4161 2.2797
H -1.6586 1.8694 -3.3007
N -1.5030 3.9198 -5.7127
C -3.5830 5.0977 -5.3759
C -2.0436 -1.7209 0.4304
N -3.5034 -4.2452 4.1200
C -2.8318 4.6149 -7.6045
C 8.9868 -1.4697 4.5567
H 3.4341 -4.9636 1.0605
H -1.8596 -4.1699 7.6373
H -0.2263 -2.9978 1.2864
H -0.6488 -2.3477 -4.9896
O 1.5953 -3.2013 -2.7934
N -4.3739 6.5895 -2.6099
C -1.7524 -4.9416 5.6289
H -1.9686 -5.5033 3.5580
H 10.6087 -1.2193 3.1514
C -6.1003 7.3770 -0.5549
H -0.8480 -5.5171 5.7905
H 7.2081 -1.9231 5.6965
C 9.6361 -1.6588 3.3412
H -0.4671 2.5293 -0.5755
H -5.1082 5.8529 0.6115
C -0.6384 1.9959 -1.6038
H -3.6013 5.2181 -1.2769
C 4.9880 -3.7591 0.1742
C -6.1568 7.9998 -1.7976
C 9.0065 -2.4256 2.3739
N 3.3634 -3.0435 1.8100
C 7.1927 -2.8051 3.7345
H -3.7059 -2.1430 2.0333
H -6.8650 8.7970 -1.9929
H 1.5073 -4.0467 -2.2313
H 5.3850 -4.5551 -0.4455
P -0.1363 -0.9346 -1.2088
H -4.9400 -2.9830 4.8925
C -4.0315 -3.5272 5.1349
O -0.2677 -1.6228 -4.4011
H 6.3933 -2.2682 -0.4917
H 9.4485 -0.8737 5.3385
H 9.4711 -2.5997 1.4077
C -5.1766 6.3587 -0.3449
C -3.2099 -1.1987 1.5057
H 6.2235 -3.2830 3.8467
H 0.2204 0.6704 -3.2471
H -4.3029 5.5204 -4.6843
C 5.0072 -1.4916 0.9631
H 1.5069 0.9951 -1.9085
C 3.9069 -3.9868 1.0104
C -4.3412 6.0048 -1.3924
P -0.0016 -2.4340 -2.8460
C -1.7218 4.0042 -7.0433
C -3.7792 5.1704 -6.7511
C 5.5459 -2.4850 0.1522
H -2.9549 4.6559 -8.6808
H -0.9558 3.5531 -7.6674
H 5.4184 -0.4885 0.9682
H -2.2391 4.3906 -3.8445
C 7.7401 -2.0520 4.7608
C -3.4812 -3.4675 6.4051
C -5.2823 7.5738 -2.7844
N -1.8380 -0.9374 -0.6778
N 7.7978 -3.0050 2.5436



60
Properties=species:S:1:pos:R:3 method="wB97M-V/def2-TZVPD" multiplicity=4 gap_ev="5.95 / 6.45" charge=+2 relative_energy_ev=1.256 homo_energy_ev="-13.4 / -13.8"
H 4.0639 0.4864 0.8319
C -1.3562 3.3298 0.9126
P -1.7814 1.5833 0.6996
C -1.8799 -1.1018 -1.2161
C -3.2054 1.2609 1.7759
H 2.7637 -0.2418 2.2932
H 0.5849 1.3320 5.5503
Mn 0.0080 0.0733 0.5816
H 2.5182 2.8791 1.1538
C -4.2139 -0.4674 -1.3452
C 1.0574 -3.2345 -3.2817
H 2.9075 -2.9957 -4.3570
H -1.0193 -5.1235 -0.8154
H -1.0507 -4.4496 -1.2688
H -3.3801 2.0050 -1.0556
H 4.2714 0.6368 -0.9385
H 3.0368 3.1870 -0.5330
C 0.1178 -2.6372 -2.4248
H 0.8780 -4.2552 -3.6250
C -2.8837 -0.1005 -1.1678
P 1.9730 1.0319 -0.2675
H -3.9807 2.0227 1.6128
C 3.2784 0.8284 4.8356
C -1.1602 -3.2909 -2.1564
C 2.3449 -1.1941 -3.3125
H 4.0300 0.1065 4.4987
C 2.1758 -2.5266 -3.7010
C -3.5632 -2.7306 -1.8604
H 2.4396 1.3343 -2.6032
H 3.6616 1.8454 4.6683
H -0.6990 3.6764 0.1044
H -2.8988 1.2873 2.8280
C -2.4972 1.3586 -0.9730
H -1.1916 0.6710 3.5720
C 1.4566 -0.5903 -2.4276
H -1.7451 1.6803 -1.7144
H -1.4873 -3.8770 -3.0257
H -3.8064 -3.7502 -2.1683
N 0.6167 0.1468 2.4732
H 3.1887 -0.6127 -3.6884
N -0.5233 -0.8336 -0.9572
H -0.8259 3.4399 1.8693
C -4.5603 -1.7909 -1.6321
C 1.6056 0.8778 -2.0567
H 1.3112 3.3643 -0.0636
C 1.9186 0.1424 2.8557
N 2.0327 0.6127 4.1073
C -0.1150 0.6141 3.5735
H 3.5172 -0.8290 -0.2444
C 0.7586 0.9252 4.5689
C 2.2300 2.7863 0.0970
H -2.2688 3.9418 0.9358
C -2.2111 -2.3769 -1.7208
C 3.6123 0.2597 -0.1430
C 0.3901 -1.3580 -1.8899
H 3.0893 0.6968 5.9073
H 0.6835 1.4459 -2.2674
H -5.6104 -2.0701 -1.7135
H -4.9862 0.2989 -1.2509
H -3.6211 0.2690 1.5598



59
Properties=species:S:1:pos:R:3 method="wB97M-V/def2-TZVPD" gap_ev=7.95 relative_energy_ev=0.000 homo_energy_ev=-8.1
H -0.7387 -0.9160 2.9707
N 0.5418 -1.0502 -1.5898
C 1.7686 -3.7085 1.2196
F -4.8281 -0.0303 2.1745
N 1.1423 -3.3676 0.1046
C 0.0892 -0.6940 2.4286
H 5.2115 2.1905 0.9480
C 1.1963 -2.2478 -2.1043
H -7.2310 1.0819 1.0231
C 0.5641 3.5341 1.8124
C -3.5762 0.2166 -1.7257
C 1.0070 -2.9647 2.5150
H -0.0180 -3.2270 2.5948
H 1.9019 -2.1435 -3.0492
H 3.8000 2.7493 0.5990
H 0.3586 -3.2444 -0.2227
H 1.0471 4.5199 1.5001
C -0.6383 1.1800 -1.0973
C 1.4891 1.2916 1.6796
C 1.3354 0.2302 -2.0218
C 4.1956 2.3389 1.3124
S 1.9957 2.5195 -1.6059
C 0.2798 0.5808 2.0193
H -7.1735 -0.7861 0.9245
H 2.8691 -3.8028 1.3608
H 3.4053 -0.5203 -2.3906
H 4.1576 2.4454 2.3952
O 1.7508 2.7525 1.4436
H -7.3884 -0.0380 -0.4872
O -1.2257 2.5319 -0.8390
H 0.4176 -2.9906 -2.5086
H 0.1249 3.4986 2.8309
C 2.8415 0.0555 -2.0447
H -2.3504 -0.0364 1.6531
C 1.9355 -2.9703 -1.0728
H -5.7324 0.0986 -2.2037
C -2.6998 0.0676 -0.8583
H 3.9532 1.9558 -2.1418
H 1.4652 -4.9448 1.5709
C 1.1187 -1.5829 2.2861
H 1.6207 -3.3388 3.3791
O 3.0749 -2.9094 -0.7998
H -0.6181 1.3300 2.3054
N -1.3510 0.0729 -0.9489
H -3.3874 0.3055 -2.8450
C 3.1815 1.3949 -1.9764
C -3.0428 0.0154 0.4179
H 3.2411 -1.5196 1.3089
C -4.9778 0.0470 -1.4579
C 2.3676 -0.8737 1.5327
H -0.3111 3.4193 1.0986
C -6.9625 0.2251 0.3363
C -0.6565 -1.1538 -1.2331
C -5.4293 0.0254 -0.1186
C 2.4732 0.4979 1.3563
O -1.2836 -2.0480 -1.1896
O 3.7850 0.8167 0.9615
C -4.3801 0.2126 0.9040
C 0.8118 1.2895 -1.4911



53
Properties=species:S:1:pos:R:3 method="wB97M-V/def2-TZVPD" gap_ev=8.84 charge=+1 relative_energy_ev=0.000 homo_energy_ev=-11.0
H -1.7987 3.1130 -2.1990
C -1.8828 5.1641 -1.5777
Cs -1.8190 -0.6774 -0.9532
H -0.3465 -4.2716 -1.3707
C 2.0014 -1.7285 -1.5989
C -1.8006 3.8038 -1.3645
C 2.4814 1.1949 -1.4174
H 1.5392 -7.4222 0.8494
H -1.9520 5.5384 -2.5900
H 1.3302 -1.6002 -2.4459
H 0.3010 -3.5779 3.8916
H -1.7952 6.3540 1.6234
H -1.9564 -1.4637 3.4271
Se 1.8019 -0.2734 -0.3231
C 0.6119 -5.9159 -0.3730
H 0.7129 -6.5033 -1.2754
H 1.8886 2.9140 -2.5750
N -1.6116 3.5106 2.1514
N -1.0812 -0.1359 2.0842
C 1.4203 2.0671 -2.0702
C 0.9710 -5.7425 2.0253
H 1.7794 -2.6499 -1.0655
H 3.1642 0.7648 -2.1491
H 1.3301 -6.1532 2.9591
C 1.6537 0.7034 -4.6664
H 3.0338 -1.7572 -1.9399
N -0.6315 -2.6775 0.9842
C 1.0820 -6.4420 0.8412
C -0.5024 -2.4856 2.2691
C -1.7975 5.6510 0.8015
H 3.0829 1.8080 -0.7449
C -1.5627 2.2073 1.7610
C -1.7160 4.2764 1.0013
H -1.5799 3.8470 3.0980
C 0.0212 -4.6704 -0.4335
N 0.0960 -3.5272 2.9089
C 0.3746 -4.4873 1.9494
H 2.1929 1.5995 -4.9637
C -0.9691 -1.2628 2.9982
H 1.1478 0.2858 -5.5329
Se 0.2818 1.1730 -3.3749
H -0.8555 1.3666 3.5986
H 2.3384 -0.0358 -4.2581
C -1.7145 3.3549 -0.0462
H -1.9474 7.1350 -0.7163
H -0.1751 0.0224 1.6518
H 0.7374 2.4704 -1.3230
H -2.5028 0.9269 3.1688
C -0.0909 -3.9449 0.7528
C -1.5014 1.0833 2.7546
N -1.6125 2.0594 0.4642
C -1.8809 6.0756 -0.5088
H -0.2919 -1.0641 3.8424



Calculated energy (eV), listed in the same order as above: -66866.158 -78707.253 -54557.092 -159834.179